--- a ---
Molecular formula: C3H8N2OS
Method: DFT, wB97M-V/def2-TZVPD

XYZ file:
```
15
Properties=species:S:1:pos:R:3:lowdin_charge:R:1
H -0.40 2.71 -1.80 0.03
H -0.58 0.21 1.12 0.07
H 0.65 0.82 0.60 -0.06
S 0.83 0.94 -0.81 0.76
H -0.23 3.05 -0.25 0.03
O 0.02 -1.81 1.41 -0.16
C 0.38 2.63 -1.03 -0.48
H -1.94 -0.91 1.76 0.13
H 1.72 -2.53 0.13 0.09
C -1.01 -0.85 1.24 -0.24
N -0.24 -1.15 -0.86 -0.11
H 0.13 -3.25 -0.12 0.11
N -1.21 -0.78 -0.17 -0.11
C 0.66 -2.27 0.18 -0.06
H 1.23 3.18 -1.40 0.01
```

## Properties
Frontier orbital gap in eV: 8.8
M in g mol⁻¹: 120.177
2S+1: 1
Highest occupied orbital energy in eV: -8.2

=====

--- b ---
Molecular formula: C3H8N2OS
Method: DFT, wB97M-V/def2-TZVPD

XYZ file:
```
15
Properties=species:S:1:pos:R:3:lowdin_charge:R:1
H 1.93 -0.89 2.58 0.08
H -0.80 1.98 1.69 0.11
H -1.99 1.66 0.47 0.11
H 0.28 -1.42 -0.49 0.06
C -0.07 0.48 0.30 -0.43
N 1.14 -0.44 2.19 0.14
H 0.40 1.16 -0.42 0.11
S -1.30 -0.29 -2.20 0.60
H -1.83 -1.51 -2.27 -0.19
H -1.43 -1.35 0.04 0.09
O 2.44 0.19 0.39 0.08
H 0.26 -0.94 2.52 0.15
C 1.40 0.16 0.99 -0.49
N -1.18 1.18 1.03 -0.02
C -0.55 -0.76 -0.39 -0.41
```

## Properties
Structure (SMILES): NC(=O)[C@H](N)CS
Frontier orbital gap in eV: 9.9
M in g mol⁻¹: 120.177
2S+1: 1
Highest occupied orbital energy in eV: -9.2

=====

--- c ---
Molecular formula: C3H8N2OS
Method: DFT, wB97M-V/def2-TZVPD

XYZ file:
```
15
Properties=species:S:1:pos:R:3:lowdin_charge:R:1
H -1.56 -0.39 1.44 0.07
C -0.51 -0.28 1.17 -0.53
H -0.39 -1.72 -1.61 0.08
H -1.07 0.79 -0.52 0.12
H -0.54 0.88 3.27 -0.15
C -0.46 -0.11 -0.35 -0.41
H -1.23 -2.00 -0.29 0.07
H 2.14 1.50 -1.75 0.11
H 0.53 1.94 -1.40 0.10
O 1.83 -0.81 -0.63 0.07
N 1.28 1.29 -1.27 0.18
S -0.02 1.22 2.09 0.71
C 1.02 0.08 -0.72 -0.55
N -1.05 -1.28 -0.97 0.06
H 0.04 -1.12 1.54 0.07
```

## Properties
Structure (SMILES): NC(=O)[C@@H](N)CS
Frontier orbital gap in eV: 10.0
M in g mol⁻¹: 120.177
2S+1: 1
Highest occupied orbital energy in eV: -9.2

=====

Each structure's energy above the most stable one, in eV: a 5.919; b 1.570; c 0.000.

=====

--- a ---
Molecular formula: C3H8N2OS
Method: DFT, wB97M-V/def2-TZVPD

XYZ file:
```
15
Properties=species:S:1:pos:R:3:lowdin_charge:R:1
H -2.68 -1.73 -0.71 -0.17
N 2.46 -1.38 -0.18 -0.11
H -1.97 1.11 1.26 0.10
C -1.71 0.27 0.53 -0.55
H 2.34 1.17 0.37 0.13
C 1.44 0.57 0.18 -0.21
S -3.16 -0.65 -0.12 0.68
C -0.87 0.92 -0.60 -0.27
H -0.65 0.39 -1.47 0.08
H 3.44 -0.76 0.13 0.14
H -1.01 -0.40 1.18 0.09
H 2.19 -2.24 0.59 0.15
H -1.49 1.86 -0.74 0.13
N 1.27 -0.60 -0.29 -0.06
O 0.40 1.46 -0.13 -0.13
```

## Properties
Structure (SMILES): N/N=C/OCCS
Frontier orbital gap in eV: 9.6
M in g mol⁻¹: 120.177
2S+1: 1
Highest occupied orbital energy in eV: -8.8

=====

--- b ---
Molecular formula: C3H8N2OS
Method: DFT, wB97M-V/def2-TZVPD

XYZ file:
```
15
Properties=species:S:1:pos:R:3:lowdin_charge:R:1
H -2.53 -0.09 0.26 0.12
C 1.68 -1.53 -0.29 -0.39
C -1.78 0.38 -0.51 -0.07
O 0.58 -1.36 0.39 -0.07
H -2.33 1.18 -0.89 0.04
H -1.41 -0.39 -1.24 0.09
H -0.66 -0.66 1.74 0.12
N -0.56 0.84 0.23 -0.07
H 0.06 1.40 -0.28 0.06
C -0.01 -0.13 1.07 -0.24
N 2.69 -0.76 -0.47 -0.35
H 0.68 0.28 1.75 0.07
H 4.13 0.92 -0.06 -0.14
S 2.81 0.82 0.25 0.69
H 1.84 -2.45 -0.90 0.13
```

## Properties
Structure (SMILES): CNCO/C=N\S
Frontier orbital gap in eV: 9.4
M in g mol⁻¹: 120.177
2S+1: 1
Highest occupied orbital energy in eV: -8.5

=====

Each structure's energy above the most stable one, in eV: a 1.575; b 0.000.